{
  "formula": "CH4N2OS",
  "method": "ωB97M-V/def2-TZVPD",
  "species": ["N", "C", "O", "N", "S", "H", "H", "H", "H"],
  "positions_angstrom": [[-1.33, 0.40, -0.61], [-0.01, 0.35, -0.34], [0.83, 1.22, -0.44], [0.17, -0.89, 0.59], [1.78, -1.34, 0.77], [-1.78, -0.52, -0.67], [-1.58, 1.35, -1.10], [-0.36, -0.52, 1.37], [2.28, -0.05, 0.43]],
  "nbo_charge": [-0.848, 0.789, -0.599, -0.867, 0.148, 0.432, 0.424, 0.380, 0.140],
  "spin_multiplicity": 1,
  "homo_energy_ha": -0.3204,
  "smiles": "NC(=O)NS",
  "de_lowest_kj_mol": 103.98
}

{
  "formula": "CH4N2OS",
  "method": "ωB97M-V/def2-TZVPD",
  "species": ["N", "C", "S", "N", "O", "H", "H", "H", "H"],
  "positions_angstrom": [[-0.10, -0.68, -1.09], [-0.49, -0.13, -0.12], [-1.74, -0.63, 0.92], [0.66, 0.43, 0.42], [0.57, 1.42, 1.47], [-0.62, -1.62, -1.68], [0.71, -0.28, -1.66], [1.52, 0.15, 0.00], [-0.51, 1.34, 1.72]],
  "nbo_charge": [-0.729, 0.256, -0.317, -0.351, -0.556, 0.433, 0.397, 0.375, 0.494],
  "spin_multiplicity": 1,
  "homo_energy_ha": -0.3071,
  "smiles": "NC(=S)NO",
  "de_lowest_kj_mol": 481.93
}

{
  "formula": "CH4N2OS",
  "method": "ωB97M-V/def2-TZVPD",
  "species": ["C", "H", "H", "H", "H", "N", "N", "O", "S"],
  "positions_angstrom": [[-0.10, 0.86, -0.14], [-2.57, -1.48, -0.30], [-0.07, -0.97, 0.20], [-0.77, 1.86, -0.27], [3.11, -0.23, 0.97], [-0.79, -0.39, -0.32], [1.24, 0.96, -0.10], [-2.12, -0.17, 0.10], [2.07, -0.44, -0.16]],
  "nbo_charge": [0.239, 0.456, 0.364, 0.214, 0.135, -0.388, -0.692, -0.501, 0.174],
  "spin_multiplicity": 1,
  "homo_energy_ha": -0.3126,
  "de_lowest_kj_mol": 643.39
}